No. 1
This record from the OMol25 dataset describes a structure of composition C12H22F11IrN4O5SSb in a non-equilibrium geometry. The level of theory is ωB97M-V with the def2-TZVPD basis set.

```
! wB97M-V def2-TZVPD RIJCOSX def2/J DEFGRID3
* xyz 1 1
Ir -0.024 -0.572 0.586
N -0.801 1.130 1.394
C 0.051 1.623 2.512
C 1.492 1.258 2.224
O 2.464 1.882 2.477
N 1.566 -0.031 1.487
C 2.744 -0.382 0.981
C 2.494 0.185 -0.777
O 3.538 0.396 -1.266
O 1.285 0.255 -0.978
H -0.918 1.833 0.665
H -1.720 0.902 1.768
H -0.256 1.102 3.420
H -0.049 2.694 2.663
H 2.865 -1.445 0.756
H 3.627 0.104 1.385
F -1.768 -0.844 2.855
C -0.872 -1.608 2.142
F -1.574 -2.662 1.675
C 0.133 -2.175 3.196
F 0.389 -1.213 4.103
F -0.380 -3.222 3.814
F 1.291 -2.523 2.641
C -3.224 -3.922 -1.856
N -2.760 -2.853 -0.985
C -1.915 -1.907 -1.368
N -1.443 -1.855 -2.596
O -1.656 -0.944 -0.525
H -4.038 -4.438 -1.355
H -2.428 -4.636 -2.068
H -3.607 -3.499 -2.784
H -2.951 -2.895 0.001
H -1.459 -2.669 -3.186
H -0.942 -1.013 -2.896
F 0.740 -2.293 -0.204
Sb 1.622 -4.041 -0.950
F 3.191 -3.067 -0.565
F 1.576 -4.616 0.823
F 2.452 -5.551 -1.627
F -0.159 -4.599 -1.165
F 1.516 -3.141 -2.589
C -3.337 1.904 -2.275
C -2.087 2.730 -2.537
S -0.635 1.659 -2.463
O -0.899 0.557 -3.440
C 0.587 2.806 -3.194
C 1.349 2.135 -4.327
H -4.223 2.525 -2.398
H -3.345 1.489 -1.265
H -3.394 1.078 -2.981
H -1.934 3.507 -1.783
H -2.113 3.194 -3.524
H 1.255 3.081 -2.376
H 0.058 3.695 -3.533
H 1.981 1.327 -3.959
H 1.988 2.875 -4.807
H 0.667 1.724 -5.067
*
```

Results
**Energy**: -79100.4013 eV
**Energy relative to the best compared isomer or geometry (same formula, charge and spin)**: 8.34 kcal/mol
**Gap between HOMO and LUMO (alpha / beta)**: 5.65 / 5.64 eV
**LUMO (alpha / beta)**: -6.68 / -6.70 eV

No. 2
This record from the OMol25 dataset describes a structure of composition C36H32BrF4LaN6O2S4. The level of theory is ωB97M-V with the def2-TZVPD basis set.

```
! wB97M-V def2-TZVPD RIJCOSX def2/J DEFGRID3
* xyz -2 1
La 0.299 -0.430 0.918
C -1.647 -0.944 -4.359
C -1.586 -1.222 -2.850
N -2.632 -0.603 -2.054
C -3.938 -1.200 -2.237
C -4.901 -0.849 -1.112
C -2.627 0.850 -2.051
C -2.543 1.460 -0.638
N -1.163 1.714 -0.206
C -0.719 2.963 -0.080
C 0.644 3.143 0.304
F 1.381 2.001 0.455
C 1.270 4.339 0.519
F 2.571 4.333 0.884
C 0.609 5.547 0.361
C -0.708 5.434 -0.042
F -1.424 6.571 -0.240
C -1.351 4.237 -0.269
F -2.640 4.345 -0.699
H -0.927 -1.577 -4.884
H -1.406 0.096 -4.593
H -2.640 -1.161 -4.759
H -0.620 -0.879 -2.476
H -1.623 -2.293 -2.659
H -3.801 -2.284 -2.262
H -4.391 -0.892 -3.202
H -4.457 -1.103 -0.149
H -5.828 -1.418 -1.226
H -5.152 0.214 -1.113
H -3.533 1.236 -2.546
H -1.780 1.198 -2.647
H -2.966 0.730 0.053
H -3.168 2.346 -0.602
H 1.086 6.498 0.530
S -2.554 -0.728 2.015
S -3.070 -2.726 2.224
S -3.081 -3.475 0.317
S -1.120 -3.590 -0.348
Br -2.400 2.560 2.810
C -0.900 2.121 3.866
C -0.913 2.589 5.174
C 0.216 2.393 5.944
C 1.304 1.753 5.377
C 1.202 1.285 4.075
N 0.102 1.452 3.324
C 2.416 0.553 3.478
O 3.424 0.522 4.181
O 2.249 0.046 2.333
H -1.787 3.100 5.549
H 0.250 2.750 6.967
H 2.240 1.594 5.892
C 3.022 -4.478 0.985
C 3.270 -4.819 -0.341
C 3.006 -3.885 -1.322
C 2.436 -2.648 -0.982
C 1.984 -2.350 0.311
C 2.382 -3.285 1.284
C 2.448 -1.561 -1.990
C 3.417 -1.628 -3.048
C 3.573 -0.600 -3.908
C 2.765 0.553 -3.765
C 2.891 1.689 -4.598
C 2.066 2.765 -4.435
C 1.076 2.735 -3.429
C 0.951 1.652 -2.607
C 1.808 0.539 -2.734
N 1.665 -0.509 -1.849
H 3.301 -5.158 1.783
H 3.684 -5.787 -0.602
H 3.221 -4.134 -2.354
H 2.210 -3.060 2.328
H 4.051 -2.498 -3.120
H 4.315 -0.640 -4.700
H 3.658 1.688 -5.365
H 2.170 3.637 -5.069
H 0.407 3.578 -3.301
H 0.198 1.621 -1.833
N -0.161 -3.050 5.122
C -0.315 -4.093 4.232
C -0.154 -3.549 2.998
N 0.119 -2.200 3.115
C 0.092 -1.940 4.397
H -0.279 -3.085 6.118
H -0.560 -5.091 4.546
H -0.240 -4.032 2.037
H 0.255 -0.976 4.848
*
```

Results
**Energy**: -176005.7717 eV
**Energy relative to the best compared isomer or geometry (same formula, charge and spin)**: 12.58 kcal/mol
**Gap between HOMO and LUMO**: 5.06 eV
**LUMO**: 4.06 eV

No. 3
This record from the OMol25 dataset describes a cluster of 6 separate species, C31H80FN8O5 in total. The level of theory is ωB97M-V with the def2-TZVPD basis set.

```
! wB97M-V def2-TZVPD RIJCOSX def2/J DEFGRID3
* xyz 1 1
C 3.627 0.309 3.028
C 3.696 -1.179 2.618
C 2.953 -1.488 1.309
C 2.280 -2.871 1.251
N 0.892 -2.766 0.739
C -0.161 -3.344 1.583
C -1.523 -3.095 0.899
C -2.224 -1.828 1.404
C -1.168 -0.805 1.751
C -1.660 0.633 1.844
C -0.576 1.622 2.218
F 0.497 1.502 1.354
N -0.463 -1.267 3.007
N -1.147 -0.997 4.241
C -0.152 -2.747 2.974
H 4.614 0.756 3.082
H 3.128 0.430 3.989
H 3.057 0.889 2.302
H 3.330 -1.814 3.425
H 4.748 -1.426 2.480
H 2.158 -0.749 1.171
H 3.616 -1.367 0.454
H 2.308 -3.347 2.231
H 2.845 -3.525 0.588
H 0.863 -3.262 -0.142
H -0.057 -4.425 1.722
H -2.168 -3.969 0.957
H -1.305 -2.953 -0.160
H -2.891 -2.077 2.235
H -2.871 -1.418 0.633
H -0.403 -0.827 0.978
H -2.011 0.867 0.839
H -2.496 0.740 2.536
H -0.957 2.640 2.180
H -0.180 1.479 3.228
H 0.410 -0.743 3.068
H -1.047 -0.020 4.478
H -2.122 -1.244 4.123
H 0.784 -2.879 3.506
H -0.922 -3.235 3.566
C -1.264 1.804 -2.468
C -0.510 0.668 -1.786
C 0.730 0.174 -2.531
O 0.465 -0.666 -3.633
C 0.198 -0.007 -4.861
N -1.436 -0.436 -1.499
H -1.848 1.449 -3.317
H -1.962 2.268 -1.769
H -0.578 2.574 -2.822
H -0.141 1.044 -0.827
H 1.299 -0.451 -1.834
H 1.384 1.007 -2.818
H 0.778 0.916 -4.949
H -0.864 0.221 -4.976
H 0.490 -0.682 -5.664
H -0.919 -1.151 -0.994
H -1.680 -0.883 -2.379
C 4.366 5.929 -2.336
C 4.419 4.749 -3.300
C 3.310 3.712 -3.074
O 3.503 2.870 -1.952
C 3.093 3.412 -0.710
N 5.758 4.160 -3.262
H 4.738 5.659 -1.347
H 4.994 6.738 -2.705
H 3.349 6.310 -2.228
H 4.265 5.142 -4.309
H 3.290 3.042 -3.938
H 2.327 4.200 -3.013
H 2.210 4.048 -0.823
H 3.889 3.988 -0.234
H 2.842 2.575 -0.056
H 5.846 3.455 -3.988
H 5.859 3.651 -2.389
C 0.400 7.792 3.308
C -0.050 6.420 2.820
C -1.170 5.791 3.660
O -0.753 5.239 4.892
C -0.649 6.159 5.967
N 1.120 5.545 2.708
H 1.026 7.717 4.197
H 0.992 8.285 2.538
H -0.453 8.430 3.541
H -0.463 6.547 1.814
H -1.583 4.948 3.095
H -1.988 6.505 3.819
H -1.422 6.930 5.903
H 0.333 6.635 5.999
H -0.789 5.599 6.890
H 0.841 4.663 2.287
H 1.419 5.302 3.649
C 1.103 -4.774 -3.955
C 2.082 -3.614 -4.111
C 2.314 -3.189 -5.565
O 3.149 -4.050 -6.308
C 2.512 -5.175 -6.885
N 3.330 -3.946 -3.416
H 1.556 -5.727 -4.226
H 0.783 -4.855 -2.915
H 0.215 -4.628 -4.573
H 1.647 -2.747 -3.608
H 2.827 -2.223 -5.557
H 1.357 -3.047 -6.087
H 1.494 -4.933 -7.207
H 2.480 -6.023 -6.196
H 3.094 -5.466 -7.758
H 3.942 -3.135 -3.418
H 3.826 -4.639 -3.970
C -5.582 -4.049 0.190
C -5.647 -4.293 1.693
C -6.995 -4.833 2.185
O -8.019 -3.865 2.244
C -8.726 -3.643 1.036
N -5.262 -3.061 2.397
H -6.124 -3.147 -0.096
H -4.546 -3.916 -0.127
H -5.999 -4.889 -0.366
H -4.901 -5.057 1.936
H -6.867 -5.184 3.212
H -7.315 -5.694 1.584
H -8.835 -4.568 0.463
H -8.240 -2.888 0.412
H -9.716 -3.278 1.301
H -5.208 -3.256 3.393
H -6.037 -2.408 2.315
*
```

Results
**Energy**: -58311.1577 eV
**Gap between HOMO and LUMO**: 8.48 eV
**LUMO**: -2.21 eV